One molecule with the formula C4H8F2N2S. Source: the OMol25 dataset; level of theory: the ωB97M-V functional and the def2-TZVPD basis.

```
! RIJCOSX wB97M-V def2-TZVPD def2/J DEFGRID3
* xyz 0 1
C -0.290 1.085 1.142
C 0.645 -0.127 1.049
C -1.341 0.950 0.021
C 1.427 -0.070 -1.195
N 0.755 -0.854 -0.197
N -0.547 -1.267 -0.750
F -1.073 1.512 -1.232
F -2.592 1.080 0.414
S -1.449 -2.336 0.071
H -0.799 1.134 2.141
H 0.395 1.998 0.955
H 1.659 0.193 1.286
H 0.407 -0.864 1.787
H 1.839 0.717 -0.735
H 2.255 -0.686 -1.670
H 0.775 0.263 -2.050
H -2.067 -2.727 -1.036
*
```

Values from the calculation:
ΔE to the lowest compared entry with this formula, charge and spin	130.8	kJ/mol
LUMO level (alpha / beta)	0.2 / 0.5	eV
energy	-23523.139	eV
gap between HOMO and LUMO (alpha / beta)	8.18 / 8.20	eV


One molecule with the formula C4H8F2P4. Source: the OMol25 dataset; level of theory: the ωB97M-V functional and the def2-TZVPD basis.

```
! RIJCOSX wB97M-V def2-TZVPD def2/J DEFGRID3
* xyz 0 1
C 3.375 -0.933 -2.427
C -0.106 0.797 -0.214
C -2.200 -1.146 0.780
C -2.775 1.636 1.444
F 3.708 -0.362 1.666
F -2.473 0.712 -1.105
P 3.545 -1.522 -0.811
P 3.476 0.355 0.240
P 1.205 0.030 0.652
P -1.841 0.646 0.405
H 3.204 0.055 -2.839
H 3.292 -1.640 -3.153
H 0.223 1.596 -0.857
H -2.425 -1.072 1.795
H -1.485 -1.844 0.440
H -3.170 -1.278 0.256
H -2.920 2.632 1.189
H -2.632 1.338 2.540
*
```

Values from the calculation:
SMILES string	C=PP(F)#P=C[P@](=C)(C)F
ΔE to the lowest compared entry with this formula, charge and spin	181.0	kJ/mol
LUMO level	-1.4	eV
energy	-46864.703	eV
gap between HOMO and LUMO	6.55	eV


A 2-piece molecular cluster, C4H8F3NO3Si overall. Source: the OMol25 dataset; level of theory: the ωB97M-V functional and the def2-TZVPD basis.

```
! RIJCOSX wB97M-V def2-TZVPD def2/J DEFGRID3
* xyz 0 1
C 1.358 -1.026 -0.831
C -1.162 -0.562 1.357
C -0.313 1.698 -0.704
C 1.174 2.473 1.025
N -2.554 2.145 -4.181
O -1.881 1.954 -3.182
O -3.368 1.348 -4.598
O 0.933 2.381 -0.210
F 1.563 1.258 1.597
F 2.224 3.223 1.304
F 0.213 3.019 1.828
Si -0.128 -0.067 -0.171
H 1.162 -2.035 -0.990
H 1.558 -0.746 -1.788
H 2.091 -1.158 -0.010
H -2.095 -0.196 1.138
H -0.883 -1.604 1.546
H -0.746 -0.111 2.322
H -0.214 1.981 -1.888
H -1.101 2.393 -0.215
*
```

Values from the calculation:
ΔE to the lowest compared entry with this formula, charge and spin	367.4	kJ/mol
LUMO level (alpha / beta)	-0.3 / -2.8	eV
energy	-27933.870	eV
gap between HOMO and LUMO (alpha / beta)	10.42 / 3.57	eV


One molecule with the formula C4H8FN3. Source: the OMol25 dataset; level of theory: the ωB97M-V functional and the def2-TZVPD basis.

```
! RIJCOSX wB97M-V def2-TZVPD def2/J DEFGRID3
* xyz 0 1
C 1.557 -1.560 1.539
C -0.954 -0.640 -0.337
C -1.114 1.525 -1.088
C -1.709 2.691 -0.914
H 0.758 -1.352 2.228
H 2.118 -2.464 1.852
H 2.263 -0.713 1.625
H 1.789 -2.091 -0.411
H 0.921 0.202 -0.238
H -1.369 -1.602 -0.038
H -0.188 1.487 -1.653
H -2.657 2.831 -0.415
N 1.038 -1.808 0.212
N 0.432 -0.685 -0.360
N -1.709 0.345 -0.625
F -1.175 3.837 -1.378
*
```

Values from the calculation:
SMILES string	CNN/C=N\C=C\F
ΔE to the lowest compared entry with this formula, charge and spin	136.4	kJ/mol
LUMO level	0.9	eV
energy	-11463.387	eV
gap between HOMO and LUMO	9.22	eV


An isolated ion of composition C4H8FN4 and charge +1. Source: the OMol25 dataset; level of theory: the ωB97M-V functional and the def2-TZVPD basis.

```
! RIJCOSX wB97M-V def2-TZVPD def2/J DEFGRID3
* xyz 1 1
C -0.920 -1.532 0.260
C -1.593 -0.450 -0.182
C 1.244 -0.375 -0.190
C -0.941 0.868 -0.478
N 0.505 -1.495 0.196
N 0.550 0.697 -0.690
N 2.557 -0.283 -0.064
N -1.043 1.763 0.597
F -2.947 -0.428 -0.189
H -1.549 -2.358 0.637
H -1.278 1.302 -1.455
H 0.933 -2.441 0.414
H 1.013 1.709 -0.831
H 3.151 -0.829 0.507
H 3.099 0.375 -0.599
H -0.799 1.293 1.530
H -1.982 2.183 0.539
*
```

Values from the calculation:
SMILES string	N[C@H]1NC(=[NH2+])NC=C1F
ΔE to the lowest compared entry with this formula, charge and spin	57.5	kJ/mol
LUMO level	-3.2	eV
energy	-12948.584	eV
gap between HOMO and LUMO	9.89	eV


One molecule with the formula C4H8FNO. Source: the OMol25 dataset; level of theory: the ωB97M-V functional and the def2-TZVPD basis.

```
! RIJCOSX wB97M-V def2-TZVPD def2/J DEFGRID3
* xyz 0 1
C -1.604 0.825 -0.007
C 0.938 0.977 0.384
C 0.023 -1.314 -0.533
C -0.103 -0.113 0.409
N -3.045 0.457 -0.170
O -1.374 1.965 -0.297
F -3.262 -0.849 0.249
H -0.379 -0.347 1.383
H 0.718 1.647 -0.517
H 1.894 0.561 0.002
H 0.855 1.615 1.271
H 1.008 -1.751 -0.499
H -0.311 -0.928 -1.590
H -0.546 -2.024 -0.102
H -3.487 1.208 0.325
*
```

Values from the calculation:
SMILES string	CC(C)C(=O)NF
ΔE to the lowest compared entry with this formula, charge and spin	342.2	kJ/mol
LUMO level	0.9	eV
energy	-10528.957	eV
gap between HOMO and LUMO	10.65	eV


A 2-piece molecular cluster, C4H8FNO4 overall. Source: the OMol25 dataset; level of theory: the ωB97M-V functional and the def2-TZVPD basis.

```
! RIJCOSX wB97M-V def2-TZVPD def2/J DEFGRID3
* xyz 0 1
C 0.880 0.454 -0.799
C -0.872 -1.904 0.936
C 0.020 0.355 0.462
C -0.943 -0.718 0.331
N -2.085 -0.446 -0.395
O -2.125 0.616 -1.016
O -2.975 -1.324 -0.625
O -1.675 -2.912 1.072
O 0.827 -0.007 1.598
F -1.772 2.980 -0.333
H 1.325 -0.563 -1.144
H 0.316 0.907 -1.687
H 1.615 1.287 -0.655
H -1.679 2.174 -0.937
H 0.026 -1.914 1.568
H -0.668 1.247 0.553
H -2.498 -2.720 0.618
H 0.538 0.403 2.430
*
```

Values from the calculation:
SMILES string	C[C@H](O)/C(=C/O)[N+](=O)[O-].F
ΔE to the lowest compared entry with this formula, charge and spin	490.9	kJ/mol
LUMO level (alpha / beta)	-1.0 / -1.0	eV
energy	-16671.163	eV
gap between HOMO and LUMO (alpha / beta)	9.19 / 9.19	eV


C4H8FNO8PPtS as an isolated structure. Source: the OMol25 dataset; level of theory: the ωB97M-V functional and the def2-TZVPD basis.

```
! RIJCOSX wB97M-V def2-TZVPD def2/J DEFGRID3
* xyz 1 1
C 2.359 -0.892 0.179
C 1.173 -0.690 1.124
O 0.633 0.632 1.039
C -0.039 0.980 0.000
N -0.637 0.006 -0.800
P -2.069 -0.764 -0.290
O -3.266 -0.004 -0.583
O -1.937 -1.118 1.247
O -2.094 -2.119 -1.096
C 1.102 1.981 -1.129
O 2.031 2.426 -0.558
O 0.651 1.891 -2.218
S -1.243 2.325 0.608
O -0.384 3.423 0.813
O -1.908 1.812 1.733
F -2.098 2.597 -0.605
H 3.301 -0.953 0.704
H 2.455 -0.143 -0.600
H 2.199 -1.930 -0.318
H 0.444 -1.479 1.006
H 1.542 -0.807 2.134
H 0.016 -0.613 -1.288
H -2.823 -1.375 1.549
H -1.473 -2.777 -0.754
Pt 2.066 -2.407 -1.894
*
```

Values from the calculation:
LUMO level	-8.9	eV
energy	-48222.769	eV
gap between HOMO and LUMO	3.67	eV


C4H8FNS as an isolated structure. Source: the OMol25 dataset; level of theory: the ωB97M-V functional and the def2-TZVPD basis.

```
! RIJCOSX wB97M-V def2-TZVPD def2/J DEFGRID3
* xyz 0 1
C 0.155 0.470 -0.827
C 0.427 -0.843 -0.194
C -0.313 1.423 0.254
C -0.640 -0.828 0.953
N -1.107 0.510 1.043
F -3.391 -1.107 -0.226
S -3.183 0.557 -0.103
H 0.968 0.945 -1.454
H -0.686 0.175 -1.499
H 0.472 -1.768 -0.720
H 1.486 -0.895 0.209
H 0.535 1.789 0.857
H -1.079 2.273 0.064
H -1.279 -1.716 0.753
H -0.279 -1.032 2.018
*
```

Values from the calculation:
ΔE to the lowest compared entry with this formula, charge and spin	313.0	kJ/mol
LUMO level (alpha / beta)	-1.0 / -1.1	eV
energy	-19316.544	eV
gap between HOMO and LUMO (alpha / beta)	7.89 / 7.82	eV


C4H8FO2Pm as an isolated structure. Source: the OMol25 dataset; level of theory: the ωB97M-V functional and the def2-TZVPD basis.

```
! RIJCOSX wB97M-V def2-TZVPD def2/J DEFGRID3
* xyz 1 6
O -2.240 -0.215 0.677
C -1.331 0.091 1.684
C -0.164 0.831 1.027
O 0.318 -0.059 0.006
C 1.391 0.420 -0.814
C 1.294 -0.096 -2.205
Pm -1.557 -1.295 -0.873
H -0.826 -0.589 2.403
H 0.656 1.030 1.733
H -0.489 1.774 0.559
H 2.306 0.060 -0.310
H 1.387 1.521 -0.786
H 1.682 -1.089 -2.437
H 0.888 0.554 -2.983
H -2.098 0.376 2.539
F -1.219 -3.312 -0.218
*
```

Values from the calculation:
ΔE to the lowest compared entry with this formula, charge and spin	0.0	kJ/mol
LUMO level (alpha / beta)	-4.6 / -5.8	eV
energy	-27636.562	eV
gap between HOMO and LUMO (alpha / beta)	9.34 / 8.21	eV


A 2-piece molecular cluster, C4H8FP overall. Source: the OMol25 dataset; level of theory: the ωB97M-V functional and the def2-TZVPD basis.

```
! RIJCOSX wB97M-V def2-TZVPD def2/J DEFGRID3
* xyz 0 1
C 1.626 -1.822 0.191
C 1.123 -1.081 -0.967
C -2.048 -0.618 -1.593
C -1.362 -0.880 -0.267
F -1.462 0.064 0.656
P 2.126 -0.202 0.419
H 0.835 -2.182 0.955
H 2.344 -2.595 -0.004
H 1.334 -1.319 -2.027
H -2.144 -1.575 -1.982
H -1.355 0.180 -2.018
H -3.051 -0.080 -1.424
H -1.449 -1.820 0.263
H 1.021 0.089 1.189
*
```

Values from the calculation:
ΔE to the lowest compared entry with this formula, charge and spin	409.9	kJ/mol
LUMO level (alpha / beta)	0.6 / 0.1	eV
energy	-16278.345	eV
gap between HOMO and LUMO (alpha / beta)	8.86 / 8.15	eV


C4H8GaO3 as an isolated structure. Source: the OMol25 dataset; level of theory: the ωB97M-V functional and the def2-TZVPD basis.

```
! RIJCOSX wB97M-V def2-TZVPD def2/J DEFGRID3
* xyz 2 2
O 0.650 0.422 -2.085
C 0.261 0.241 -0.890
Ga -1.299 -1.231 0.697
O -0.717 -0.401 -0.563
C 1.606 1.496 -2.405
H 2.445 0.974 -2.877
H 1.068 2.150 -3.100
C 2.007 2.217 -1.134
H 1.181 2.949 -1.068
H 2.091 2.537 0.027
O -2.033 -2.354 1.568
C -2.437 -2.588 2.872
H -1.580 -2.651 3.572
H -3.111 -1.797 3.256
H -2.987 -3.545 2.952
H 2.856 1.581 -0.822
*
```

Values from the calculation:
ΔE to the lowest compared entry with this formula, charge and spin	378.2	kJ/mol
LUMO level (alpha / beta)	-9.6 / -10.2	eV
energy	-62768.296	eV
gap between HOMO and LUMO (alpha / beta)	7.59 / 6.51	eV


- Which of these has the lowest energy?
  C4H8GaO3


- The lowest energy belongs to which entry?
  C4H8GaO3


- Which of these has the highest energy?
  C4H8FNO